7 unconnected molecules or ions with the total composition C7H29NO6 at a distorted geometry. Source: the Open Molecules 2025 dataset; level of theory: ωB97M-V/def2-TZVPD.

Computed properties:
Relative energy (zero: lowest compared OMol25 entry of this formula, charge and spin) = 8.06 kcal/mol
E_LUMO (spin up / spin down) = -0.1081 / -0.2781 hartree
⟨S²⟩ = 0.7542
Largest force on an atom = 0.0451 Eh/bohr

Geometry as ORCA input:
```
! RIJCOSX wB97M-V def2-TZVPD def2/J DEFGRID3
* xyz 1 2
H -0.6937 -2.5285 2.1057
H -1.4063 -0.6803 -1.7477
C -0.1902 -0.4716 2.2145
H -1.8754 -1.4733 2.9493
H 2.4027 0.7723 -0.9836
H 3.3224 -2.0126 -1.6856
H 1.2464 3.5489 0.8530
H 2.7623 2.0710 0.1874
H -3.0939 2.7876 1.6505
H -2.4571 -0.4236 0.7721
O 0.0277 -3.2883 -0.9787
H -0.4397 3.3148 0.6253
H -2.8137 1.0150 -0.6028
O -2.9795 0.3309 -1.2833
O -2.8937 2.1754 0.9326
H -0.1069 1.3506 -0.5603
H -0.5653 0.5516 2.3273
H 1.7967 0.9986 2.0191
H 1.2023 -0.2410 -3.2819
H -1.6766 -1.8360 -0.0670
H -3.8417 0.7315 -1.4621
C 0.7930 1.9641 -0.6243
H 2.7934 -1.8662 -0.2830
O 2.6069 -2.3147 -1.1089
H 0.9812 2.0425 -1.6907
C -2.1356 -1.4491 0.8342
H 2.0927 -1.3357 -3.0101
C 2.0828 1.2652 -0.0776
H 2.7481 -0.2103 1.3245
C -1.2392 -1.5870 2.0699
H 0.2687 -2.7756 -0.2109
H -3.0808 -1.9704 0.9538
C 1.8428 0.3862 1.1168
H 0.9389 -3.5335 -1.2189
H 0.6000 4.1153 -0.6075
H 0.5378 -0.6707 3.0045
O -0.4480 -0.6471 -1.8673
C 0.5095 3.2927 0.0968
H -2.4336 1.4663 1.3958
H -0.0835 -1.5355 -1.6703
N 0.6646 -0.4319 1.0053
H 0.1355 -0.3767 0.1113
O 2.0983 -0.5209 -3.5275
*
```